(1)
{
  "formula": "C6H6NO2S",
  "method": "ωB97M-V/def2-TZVPD",
  "species": ["C", "C", "C", "C", "C", "C", "N", "O", "O", "S", "H", "H", "H", "H", "H", "H"],
  "coordinates": [[-0.567, 1.591, -0.125], [-0.112, -0.763, -0.357], [-0.878, 0.275, -0.080], [2.005, 0.950, -0.110], [0.264, -2.079, -0.218], [-2.332, -0.054, 0.367], [3.284, 0.786, -0.110], [1.570, -2.237, 0.125], [-0.455, -3.043, -0.536], [0.920, 2.332, -0.560], [-1.342, 2.222, 0.289], [-2.853, -0.491, -0.548], [-2.366, -0.669, 1.241], [-2.889, 0.883, 0.625], [1.999, -1.373, 0.248], [3.751, 1.670, -0.252]],
  "lowdin_charge": [-0.54, 0.11, -0.45, -0.53, -0.61, -0.05, -0.06, 0.05, 0.00, 0.78, 0.03, 0.10, 0.06, 0.07, 0.05, -0.01],
  "charge": -1,
  "homo_lumo_gap_ev": [6.31, 6.31],
  "e_above_lowest_kcal_mol": 94.43,
  "lumo_ev": [3.213, 3.212],
  "multiplicity": 1
}

(2)
{
  "formula": "C6H6NO2S3",
  "method": "ωB97M-V/def2-TZVPD",
  "species": ["C", "C", "C", "C", "C", "C", "N", "O", "O", "S", "S", "S", "H", "H", "H", "H", "H", "H"],
  "coordinates": [[-0.160, 1.491, -0.842], [0.628, 0.456, -0.256], [-1.514, 1.366, -0.603], [-0.066, -0.473, 0.526], [1.454, -2.028, 1.851], [0.219, -1.636, 1.309], [2.635, -1.524, 1.351], [-1.501, 2.048, -3.444], [-3.931, 1.842, -2.901], [1.532, -3.115, 3.096], [-1.751, -0.079, 0.354], [-2.597, 1.242, -2.919], [0.227, 2.271, -1.434], [1.812, 0.314, -0.254], [-2.369, 2.101, -0.473], [-0.832, -1.919, 1.744], [2.753, -0.494, 1.137], [3.461, -1.862, 1.758]],
  "lowdin_charge": [-0.22, -0.15, -0.59, -0.56, -0.99, -0.24, 0.02, -0.49, -0.48, 0.45, 0.96, 0.81, 0.08, 0.12, 0.08, 0.09, 0.09, 0.03],
  "charge": -1,
  "homo_lumo_gap_ev": [5.35, 5.34],
  "e_above_lowest_kcal_mol": 15.57,
  "lumo_ev": [2.117, 2.115],
  "multiplicity": 1
}

(3)
{
  "formula": "C6H6NO3S",
  "method": "ωB97M-V/def2-TZVPD",
  "species": ["C", "C", "C", "C", "C", "C", "N", "O", "O", "O", "S", "H", "H", "H", "H", "H", "H"],
  "coordinates": [[1.594, 1.602, 0.221], [1.668, 0.194, 0.134], [0.404, 2.172, -0.006], [0.506, -0.530, -0.161], [-0.814, 0.191, -0.336], [0.394, -2.011, -0.210], [-0.773, 1.559, -0.223], [-1.836, 2.273, -0.229], [-2.094, -1.346, 1.374], [-3.005, -1.318, -0.906], [-2.539, -0.524, 0.241], [2.401, 2.276, 0.312], [2.487, -0.523, 0.460], [0.481, 3.284, -0.118], [0.880, -2.444, -1.083], [-0.654, -2.280, -0.120], [0.900, -2.576, 0.649]],
  "lowdin_charge": [-0.10, -0.07, -0.10, -0.23, -0.14, -0.09, -0.28, -0.15, -0.53, -0.55, 0.69, 0.08, 0.12, 0.14, 0.07, 0.04, 0.10],
  "charge": -1,
  "homo_lumo_gap_ev": 7.17,
  "e_above_lowest_kcal_mol": 94.26,
  "lumo_ev": 3.483,
  "multiplicity": 1
}

(4)
{
  "formula": "C6H6NO3S2",
  "method": "ωB97M-V/def2-TZVPD",
  "species": ["C", "C", "C", "C", "C", "C", "N", "O", "O", "O", "S", "S", "H", "H", "H", "H", "H", "H"],
  "coordinates": [[-3.516, -1.449, -0.201], [-2.187, -0.930, 0.094], [-0.427, 2.096, 0.165], [-0.264, 0.618, 0.462], [0.815, -0.095, -0.357], [2.206, 0.214, 0.193], [-1.633, 0.307, 0.063], [-4.353, -2.203, -0.294], [-1.582, -1.961, 0.419], [0.258, 3.048, 0.206], [-2.164, 1.888, -0.348], [3.512, -0.379, -0.939], [-0.107, 0.437, 1.533], [0.753, 0.225, -1.401], [0.619, -1.169, -0.313], [2.364, 1.290, 0.267], [2.365, -0.247, 1.167], [3.341, -1.688, -0.714]],
  "lowdin_charge": [0.19, -0.39, -0.56, -0.27, -0.21, -0.55, -0.28, 0.41, 0.17, 0.16, 1.12, 0.75, 0.19, 0.13, 0.11, 0.07, 0.08, -0.14],
  "charge": 1,
  "homo_lumo_gap_ev": [5.14, 5.14],
  "e_above_lowest_kcal_mol": 0.00,
  "lumo_ev": [-6.977, -6.978],
  "multiplicity": 1
}

(5)
{
  "formula": "C6H6NO5",
  "method": "ωB97M-V/def2-TZVPD",
  "species": ["C", "C", "C", "C", "C", "C", "N", "O", "O", "O", "O", "O", "H", "H", "H", "H", "H", "H"],
  "coordinates": [[-0.984, 0.650, 0.425], [0.488, -1.340, 0.240], [1.165, -3.945, 0.997], [-0.941, 2.134, 0.004], [-0.060, 2.347, -1.249], [0.043, -0.043, -0.037], [1.064, 1.591, -1.150], [-0.426, -1.926, 0.983], [1.730, -3.678, 1.967], [-1.821, 0.122, 1.251], [1.471, -1.981, -0.221], [0.691, -4.471, 0.090], [-1.870, 2.719, -0.030], [-0.255, 2.600, 0.883], [-0.694, 2.353, -2.165], [0.235, 3.392, -1.508], [1.224, 0.759, -1.790], [-1.062, -1.282, 1.312]],
  "lowdin_charge": [-0.45, -0.53, -0.52, -0.11, -0.46, 0.10, 0.02, 0.11, 0.18, -0.08, 0.00, 0.18, 0.10, 0.16, 0.09, 0.10, 0.07, 0.04],
  "charge": -1,
  "homo_lumo_gap_ev": 8.25,
  "e_above_lowest_kcal_mol": 31.72,
  "lumo_ev": 3.663,
  "multiplicity": 1
}

(6)
{
  "formula": "C6H6NO7S",
  "method": "ωB97M-V/def2-TZVPD",
  "species": ["C", "C", "C", "C", "C", "C", "N", "O", "O", "O", "O", "O", "O", "O", "S", "H", "H", "H", "H", "H", "H"],
  "coordinates": [[-0.880, -1.347, 0.963], [-0.205, 1.076, 1.031], [0.959, 0.939, -1.459], [0.262, -1.192, -0.070], [-0.002, 0.171, -0.597], [2.346, 0.832, -1.019], [-0.567, 0.074, 1.859], [-1.745, -0.839, -2.260], [-1.043, -2.340, 1.706], [0.153, 2.240, 1.133], [0.685, 1.589, -2.443], [-2.062, -0.845, 0.248], [-2.427, 1.180, -1.071], [-1.333, 0.156, 3.034], [-1.686, -0.037, -1.099], [1.238, -1.287, 0.358], [0.190, -2.016, -0.764], [2.610, -0.062, -0.496], [2.332, 1.568, -0.153], [2.866, 0.943, -1.991], [-1.692, -0.805, 3.089]],
  "lowdin_charge": [-0.62, -0.31, -0.46, -0.09, -0.26, -0.01, -0.02, -0.25, -0.03, 0.05, 0.10, -0.16, -0.25, -0.01, 0.65, 0.11, 0.13, 0.06, 0.13, 0.11, 0.13],
  "charge": -1,
  "homo_lumo_gap_ev": 8.95,
  "e_above_lowest_kcal_mol": 54.82,
  "lumo_ev": 3.352,
  "multiplicity": 1
}

(7)
{
  "formula": "C6H6O",
  "method": "ωB97M-V/def2-TZVPD",
  "species": ["O", "C", "C", "C", "C", "C", "C", "H", "H", "H", "H", "H", "H"],
  "coordinates": [[-1.023, 1.745, -0.729], [-1.257, 0.631, 0.105], [-0.039, -0.269, 0.248], [1.158, 0.161, -0.073], [2.088, 0.617, -0.851], [-0.190, -1.622, 0.638], [-0.344, -2.758, 1.001], [-0.437, 2.354, -0.262], [-1.622, 0.924, 1.095], [-2.046, 0.052, -0.389], [1.203, 0.781, -1.540], [2.998, 1.150, -0.548], [-0.490, -3.765, 1.304]],
  "lowdin_charge": [-0.06, -0.21, -0.27, -0.08, 0.05, -0.11, 0.13, 0.10, 0.12, 0.13, 0.11, 0.07, 0.02],
  "homo_lumo_gap_ev": 9.10,
  "e_above_lowest_kcal_mol": 119.87,
  "lumo_ev": 0.642,
  "multiplicity": 1
}

(8)
{
  "formula": "C6H6O",
  "method": "ωB97M-V/def2-TZVPD",
  "species": ["C", "C", "C", "C", "C", "O", "C", "H", "H", "H", "H", "H", "H"],
  "coordinates": [[2.177, 0.064, 1.280], [1.334, 0.489, 0.530], [0.476, -0.504, -1.165], [0.289, 0.815, -0.454], [-1.120, 0.794, 0.164], [-1.367, -0.574, 0.405], [-0.634, -1.292, -0.582], [2.927, -0.288, 1.955], [0.549, 1.708, -1.027], [-1.200, 1.335, 1.110], [-1.842, 1.212, -0.556], [-1.259, -1.495, -1.478], [-0.331, -2.264, -0.182]],
  "lowdin_charge": [0.17, -0.12, 0.13, -0.33, -0.18, -0.13, -0.25, 0.04, 0.14, 0.13, 0.13, 0.14, 0.13],
  "homo_lumo_gap_ev": 9.02,
  "e_above_lowest_kcal_mol": 130.07,
  "lumo_ev": -0.130,
  "multiplicity": 1
}

(9)
{
  "formula": "C6H6O",
  "method": "ωB97M-V/def2-TZVPD",
  "species": ["C", "C", "C", "C", "C", "O", "C", "H", "H", "H", "H", "H", "H"],
  "coordinates": [[2.337, -0.913, 0.583], [1.945, 0.158, 0.141], [0.583, 0.457, -0.204], [-0.338, 1.367, 0.090], [-1.699, 0.734, -0.065], [-1.460, -0.586, -0.550], [-0.085, -0.867, -0.493], [2.826, -1.769, 0.974], [-0.183, 2.371, 0.467], [-2.235, 0.681, 0.894], [-2.343, 1.263, -0.780], [0.193, -1.410, -1.404], [0.459, -1.488, 0.348]],
  "lowdin_charge": [0.11, -0.05, -0.27, 0.01, -0.18, -0.10, -0.18, 0.05, 0.12, 0.12, 0.12, 0.13, 0.12],
  "homo_lumo_gap_ev": 9.67,
  "e_above_lowest_kcal_mol": 101.03,
  "lumo_ev": 0.585,
  "multiplicity": 1
}

(10)
{
  "formula": "C6H6O",
  "method": "ωB97M-V/def2-TZVPD",
  "species": ["C", "C", "C", "C", "C", "C", "O", "H", "H", "H", "H", "H", "H"],
  "coordinates": [[0.209, -1.637, 0.834], [-0.482, -0.626, 0.928], [1.152, 0.525, -0.893], [1.989, 0.559, 0.071], [0.402, 0.282, -1.951], [-1.554, 0.306, 0.978], [2.529, 0.570, 1.114], [0.984, -2.306, 0.574], [-0.430, 0.997, -2.128], [0.623, -0.435, -2.697], [-1.675, 0.706, 2.069], [-2.447, -0.112, 0.828], [-1.301, 1.171, 0.274]],
  "lowdin_charge": [0.11, -0.24, -0.10, -0.23, -0.01, -0.10, 0.15, 0.04, 0.08, 0.05, 0.12, 0.03, 0.10],
  "homo_lumo_gap_ev": [7.91, 7.25],
  "e_above_lowest_kcal_mol": 1.76,
  "lumo_ev": [0.856, -2.067],
  "multiplicity": 3,
  "s2": 2.02
}

(11)
{
  "formula": "C6H6O2",
  "method": "ωB97M-V/def2-TZVPD",
  "species": ["C", "C", "C", "C", "C", "C", "H", "H", "H", "H", "H", "H", "O", "O"],
  "coordinates": [[-0.012, -1.366, -0.065], [1.185, 0.309, -0.698], [1.062, 0.262, 0.786], [0.112, 1.160, 0.050], [-1.298, 0.717, -0.151], [-1.418, -0.573, -0.128], [-0.206, -2.497, -0.153], [1.956, 0.678, -1.433], [1.708, 0.823, 1.534], [0.373, 2.248, 0.025], [-2.275, 1.370, 0.034], [-2.344, -1.178, 0.162], [0.473, -1.016, 1.217], [0.683, -0.937, -1.179]],
  "lowdin_charge": [-0.36, -0.16, -0.17, -0.16, -0.09, -0.02, 0.18, 0.17, 0.18, 0.15, 0.15, 0.13, 0.01, -0.01],
  "homo_lumo_gap_ev": 9.94,
  "e_above_lowest_kcal_mol": 66.00,
  "lumo_ev": 0.896,
  "multiplicity": 1
}

(12)
{
  "formula": "C6H6O2S",
  "method": "ωB97M-V/def2-TZVPD",
  "species": ["C", "C", "C", "C", "C", "C", "O", "O", "S", "H", "H", "H", "H", "H", "H"],
  "coordinates": [[-0.400, 1.102, 1.355], [0.613, 1.781, 0.625], [-0.946, -0.080, 1.020], [1.460, 2.205, -0.084], [-0.383, -1.118, 0.203], [0.211, -0.820, -1.195], [1.792, -2.548, -0.316], [0.256, -1.835, -2.098], [1.478, -1.167, 0.100], [-0.826, 1.772, 2.127], [2.070, 2.816, -0.648], [-1.755, -0.253, 1.587], [0.122, 0.119, -1.480], [-0.581, -2.154, 0.225], [1.058, -2.303, -1.957]],
  "lowdin_charge": [-0.11, -0.17, -0.09, 0.12, -0.29, -0.41, -0.54, 0.00, 1.05, 0.12, 0.02, 0.07, 0.07, 0.11, 0.04],
  "homo_lumo_gap_ev": 8.83,
  "e_above_lowest_kcal_mol": 100.92,
  "lumo_ev": 0.039,
  "multiplicity": 1
}

Number 9 is which compound? C6H6O

What is the formula in the sixth record? C6H6NO7S